This record from the Open Molecules 2025 dataset describes a structure of composition C42H37F6GeN3PReSb. The level of theory is wB97M-V/def2-TZVPD.

Total charge: +1
Total energy: -139399.8970 eV
Frontier orbital gap (spin up / spin down): 7.987 / 7.537 eV
Maximum force: 0.48 eV Å⁻¹
Spin multiplicity: 3
Relative energy (zero: lowest compared OMol25 entry of this formula, charge and spin): 4.8 kcal/mol
Highest occupied orbital energy (spin up / spin down): -11.0 / -11.2 eV

Last column: Mulliken charge in e.
CARTESIAN COORDINATES (ANGSTROEM)
Re1 -0.220 1.338 -0.795  0.067
Sb1 1.771 3.356 -3.519  2.332
Ge1 2.456 -0.189 1.024  1.917
P1 -2.470 -1.163 -1.177  1.109
F1 3.065 2.504 -2.453  -0.578
F2 1.266 1.662 -4.159  -0.552
F3 0.437 2.851 -2.009  -0.584
F4 2.000 4.905 -2.494  -0.545
F5 2.942 3.780 -4.895  -0.509
F6 0.269 4.108 -4.338  -0.527
N1 -0.568 6.680 2.364  -0.426
N2 -1.553 0.118 -0.851  1.350
N3 -0.313 2.984 0.523  -0.038
C1 3.418 -2.843 1.641  -0.413
C2 5.017 -0.180 -0.229  -0.521
C3 -1.405 3.766 0.376  -0.612
C4 4.733 1.677 1.262  -0.223
C5 -0.115 -2.591 -4.169  -0.937
C6 0.691 3.445 1.298  -0.517
C7 -2.524 -2.299 0.207  0.649
C8 -2.679 -4.027 2.371  -0.555
C9 -6.501 -0.607 -1.028  -0.775
C10 -1.885 -2.007 -2.649  0.325
C11 0.161 1.337 4.887  -0.766
C12 1.478 -2.828 0.237  -0.155
C13 -2.684 -3.667 -0.005  -0.439
C14 1.544 1.433 4.861  -0.743
C15 -0.512 0.777 3.808  -0.432
C16 -2.328 -3.474 -4.505  -0.767
C17 1.596 0.443 2.654  -0.170
C18 1.435 0.604 -0.478  -0.918
C19 2.479 -4.916 0.873  -0.678
C20 -0.555 -1.906 -3.047  0.032
C21 4.232 0.503 0.702  0.204
C22 -2.468 -1.799 1.505  -0.459
C23 -0.490 5.478 1.773  1.076
C24 6.271 0.292 -0.584  -0.749
C25 5.990 2.150 0.912  -0.794
C26 0.639 4.655 1.930  -0.819
C27 2.438 -2.125 0.955  -0.008
C28 -5.644 0.623 -2.914  -0.752
C29 2.256 0.989 3.752  -0.159
C30 -6.712 0.222 -2.117  -0.471
C31 -2.777 -2.784 -3.391  -0.444
C32 6.759 1.457 -0.010  -0.495
C33 -0.998 -3.378 -4.892  -0.548
C34 -4.365 0.190 -2.619  -0.589
C35 -2.766 -4.527 1.079  -0.724
C36 -1.540 4.985 0.972  -0.721
C37 1.501 -4.215 0.184  -0.537
C38 -2.533 -2.663 2.585  -0.745
C39 -4.149 -0.647 -1.521  0.217
C40 0.206 0.333 2.709  0.770
C41 -5.218 -1.045 -0.726  -0.289
C42 3.435 -4.228 1.607  -0.705
H1 6.366 3.062 1.355  0.405
H2 -5.057 -1.697 0.123  0.430
H3 0.198 7.043 2.901  0.206
H4 -1.591 0.689 3.829  0.497
H5 -3.534 0.494 -3.246  0.502
H6 1.551 2.801 1.400  0.549
H7 4.653 -1.097 -0.680  0.345
H8 -0.324 -0.110 1.873  -0.430
H9 -2.470 -2.275 3.592  0.423
H10 0.710 -2.289 -0.302  0.137
H11 -2.883 -5.590 0.915  0.441
H12 2.112 0.853 -1.313  0.607
H13 0.136 -1.283 -2.496  0.060
H14 3.336 1.061 3.763  0.429
H15 0.763 -4.747 -0.401  0.531
H16 -2.197 3.376 -0.254  0.541
H17 -2.439 5.564 0.810  0.377
H18 6.866 -0.246 -1.309  0.414
H19 1.477 4.971 2.535  0.407
H20 -0.391 1.683 5.751  0.433
H21 -0.654 -3.908 -5.770  0.420
H22 4.140 2.251 1.964  0.295
H23 -2.380 -0.732 1.668  0.497
H24 0.917 -2.501 -4.480  0.484
H25 -7.713 0.557 -2.353  0.401
H26 -5.814 1.267 -3.766  0.435
H27 4.190 -2.320 2.195  0.414
H28 -3.821 -2.843 -3.109  0.494
H29 -2.729 -4.065 -1.011  0.407
H30 2.073 1.849 5.708  0.471
H31 -7.334 -0.918 -0.412  0.439
H32 4.202 -4.773 2.141  0.422
H33 2.503 -5.997 0.833  0.396
H34 -1.360 7.281 2.220  0.200
H35 -2.728 -4.702 3.215  0.426
H36 7.737 1.828 -0.287  0.398
H37 -3.021 -4.076 -5.078  0.439

Cartesian forces (eV/Å) of the 6 atoms listed first:
-0.320 0.274 0.232
0.043 0.041 -0.108
-0.168 -0.030 -0.048
0.043 -0.016 -0.026
-0.020 -0.017 0.035
0.007 -0.062 -0.001

---

This record from the Open Molecules 2025 dataset describes a structure of composition C28H29ClN3OS2Si2W. The level of theory is wB97M-V/def2-TZVPD.

Total charge: -2
Total energy: -87799.2971 eV
Frontier orbital gap (spin up / spin down): 4.143 / 3.615 eV
Maximum force: 4.05 eV Å⁻¹
Spin multiplicity: 2
Relative energy (zero: lowest compared OMol25 entry of this formula, charge and spin): 64.3 kcal/mol
Highest occupied orbital energy (spin up / spin down): 0.4 / 0.4 eV

Last column: Mulliken charge in e.
CARTESIAN COORDINATES (ANGSTROEM)
W1 0.591 0.840 1.047  1.827
Cl1 -0.155 -1.984 4.309  -0.212
S1 1.906 4.096 1.127  -0.418
S2 -1.633 -3.650 0.780  -0.455
Si1 1.023 0.623 -1.374  1.105
Si2 -1.534 1.933 0.148  0.199
O1 2.556 -0.164 0.499  -1.006
N1 1.857 -3.231 -2.333  0.082
N2 1.005 -1.249 -1.856  0.750
N3 -0.378 -1.114 0.966  -0.675
C1 1.186 -2.925 -3.506  -1.229
C2 1.319 2.555 1.060  -0.139
C3 2.724 -1.409 0.773  1.043
C4 0.403 -1.699 -3.156  0.566
C5 -0.812 -0.380 4.128  0.880
C6 -2.704 2.006 -2.506  -0.586
C7 -2.126 -0.188 4.512  -0.610
C8 1.357 0.518 3.148  -1.548
C9 2.449 -3.810 0.336  -0.988
C10 -1.510 1.784 -4.580  -0.723
C11 -0.005 0.675 3.670  -0.349
C12 3.421 -1.794 1.959  -0.806
C13 2.293 -2.469 -0.065  -0.034
C14 -0.606 1.944 3.612  0.042
C15 -1.932 2.150 4.009  -0.818
C16 3.585 -3.105 2.310  -0.420
C17 -0.388 1.399 -3.862  -0.075
C18 -0.407 1.267 -2.461  -0.436
C19 -1.569 1.643 -1.760  0.513
C20 2.583 1.211 -2.215  -1.554
C21 -3.224 1.330 0.756  -1.065
C22 1.708 -2.232 -1.392  0.177
C23 -1.079 -1.959 -2.891  -0.876
C24 -0.914 -2.146 0.920  0.175
C25 -2.690 1.087 4.455  -0.254
C26 -1.694 3.811 0.190  -1.267
C27 -2.689 2.058 -3.892  -0.805
C28 3.075 -4.145 1.510  -0.873
H1 -1.567 -1.035 -2.584  -0.042
H2 1.801 -0.446 3.363  0.538
H3 3.415 1.116 -1.515  0.247
H4 -1.472 1.868 -5.661  0.350
H5 1.743 -3.046 -4.430  0.051
H6 2.011 -4.603 -0.260  0.450
H7 4.092 -3.341 3.240  0.341
H8 2.821 0.646 -3.128  0.335
H9 2.391 -4.058 -2.145  0.230
H10 -3.618 2.277 -1.984  0.247
H11 -2.438 4.138 -0.549  0.409
H12 0.532 1.193 -4.408  0.342
H13 0.493 -0.926 -3.916  0.054
H14 -0.002 2.774 3.261  0.349
H15 -3.400 0.287 0.474  0.322
H16 3.148 -5.179 1.817  0.355
H17 -4.034 1.950 0.346  0.358
H18 -2.355 3.146 3.947  0.367
H19 -2.699 -1.041 4.849  0.402
H20 -3.585 2.340 -4.436  0.352
H21 -0.736 4.291 -0.017  0.272
H22 2.459 2.264 -2.475  0.395
H23 2.006 1.355 3.391  0.372
H24 -2.021 4.151 1.180  0.208
H25 -3.274 1.385 1.844  0.097
H26 -1.548 -2.332 -3.805  0.513
H27 3.787 -0.987 2.577  0.449
H28 -3.726 1.229 4.741  0.340
H29 -1.215 -2.691 -2.092  0.164

Cartesian forces (eV/Å) of the 6 atoms listed first:
0.831 -0.900 1.105
0.035 0.120 -0.111
-0.454 -1.536 -0.010
0.574 1.334 0.239
-0.188 -1.789 -0.811
-0.330 -0.134 -0.941

---

This record from the Open Molecules 2025 dataset describes the molecule C7H14. The level of theory is wB97M-V/def2-TZVPD.

SMILES: C1CCCCCC1
Total energy: -7486.2054 eV
Frontier orbital gap: 11.814 eV
Maximum force: 0.62 eV Å⁻¹
Spin multiplicity: 1
Relative energy (zero: lowest compared OMol25 entry of this formula, charge and spin): 2.1 kcal/mol
Highest occupied orbital energy: -10.6 eV

Last column: Mulliken charge in e.
CARTESIAN COORDINATES (ANGSTROEM)
C1 -1.016 1.366 -0.318  -0.621
C2 -1.037 -1.237 -0.179  -0.647
C3 -1.693 0.102 0.217  -0.637
C4 0.276 -1.525 0.574  -0.616
C5 1.453 0.583 -0.497  -0.616
C6 1.557 -0.848 0.075  -0.649
C7 0.442 1.564 0.119  -0.672
H1 2.011 -1.459 -0.717  0.313
H2 1.214 0.501 -1.568  0.294
H3 -1.742 0.169 1.315  0.320
H4 2.252 -0.963 0.918  0.298
H5 2.450 1.040 -0.463  0.361
H6 -0.897 -1.251 -1.271  0.300
H7 0.500 1.534 1.215  0.294
H8 -1.599 2.239 0.012  0.308
H9 0.099 -1.254 1.624  0.317
H10 -1.757 -2.035 0.043  0.327
H11 -1.072 1.374 -1.418  0.315
H12 -2.736 0.106 -0.128  0.306
H13 0.738 2.581 -0.173  0.344
H14 0.558 -2.586 0.622  0.359

Cartesian forces (eV/Å) of the 6 atoms listed first:
0.023 -0.026 -0.011
0.008 -0.010 -0.018
-0.014 -0.030 0.021
-0.047 0.016 0.096
0.008 0.004 -0.054
0.041 -0.015 -0.035

---

This record from the Open Molecules 2025 dataset describes a cluster of 2 separate species, C4H8N3 in total. The level of theory is wB97M-V/def2-TZVPD.

Total charge: +1
Total energy: -8738.5027 eV
Frontier orbital gap: 9.401 eV
Maximum force: 3.55 eV Å⁻¹
Spin multiplicity: 1
Relative energy (zero: lowest compared OMol25 entry of this formula, charge and spin): 98.7 kcal/mol
Highest occupied orbital energy: -14.9 eV

Last column: Mulliken charge in e.
CARTESIAN COORDINATES (ANGSTROEM)
N1 2.593 0.558 -0.517  -0.435
N2 0.567 -0.184 -0.123  -0.147
N3 1.449 -0.848 0.611  -0.073
C1 1.323 0.623 -0.919  -0.211
C2 -1.575 -0.504 0.265  0.168
C3 -2.224 0.703 -0.173  -1.002
C4 2.703 -0.401 0.332  0.031
H1 -1.864 1.527 0.371  0.357
H2 -3.342 0.578 -0.091  0.351
H3 0.890 1.216 -1.668  0.410
H4 -2.261 0.995 -1.212  0.340
H5 1.242 -1.563 1.280  0.218
H6 -1.221 -0.466 1.234  0.262
H7 3.615 -0.760 0.738  0.421
H8 -1.895 -1.474 -0.129  0.309

Cartesian forces (eV/Å) of the 6 atoms listed first:
1.060 1.181 -2.652
-1.562 -0.009 -1.536
1.698 -0.346 0.611
-0.686 -1.521 3.135
0.484 -0.059 -1.837
-1.255 0.161 -0.750

---

total energy of number 4 (C4H8N3)? -8738.5027 eV

---

Copy entry 3 word for word.
This record from the Open Molecules 2025 dataset describes the molecule C7H14. The level of theory is wB97M-V/def2-TZVPD.

SMILES: C1CCCCCC1
Total energy: -7486.2054 eV
Frontier orbital gap: 11.814 eV
Maximum force: 0.62 eV Å⁻¹
Spin multiplicity: 1
Relative energy (zero: lowest compared OMol25 entry of this formula, charge and spin): 2.1 kcal/mol
Highest occupied orbital energy: -10.6 eV

Last column: Mulliken charge in e.
CARTESIAN COORDINATES (ANGSTROEM)
C1 -1.016 1.366 -0.318  -0.621
C2 -1.037 -1.237 -0.179  -0.647
C3 -1.693 0.102 0.217  -0.637
C4 0.276 -1.525 0.574  -0.616
C5 1.453 0.583 -0.497  -0.616
C6 1.557 -0.848 0.075  -0.649
C7 0.442 1.564 0.119  -0.672
H1 2.011 -1.459 -0.717  0.313
H2 1.214 0.501 -1.568  0.294
H3 -1.742 0.169 1.315  0.320
H4 2.252 -0.963 0.918  0.298
H5 2.450 1.040 -0.463  0.361
H6 -0.897 -1.251 -1.271  0.300
H7 0.500 1.534 1.215  0.294
H8 -1.599 2.239 0.012  0.308
H9 0.099 -1.254 1.624  0.317
H10 -1.757 -2.035 0.043  0.327
H11 -1.072 1.374 -1.418  0.315
H12 -2.736 0.106 -0.128  0.306
H13 0.738 2.581 -0.173  0.344
H14 0.558 -2.586 0.622  0.359

Cartesian forces (eV/Å) of the 6 atoms listed first:
0.023 -0.026 -0.011
0.008 -0.010 -0.018
-0.014 -0.030 0.021
-0.047 0.016 0.096
0.008 0.004 -0.054
0.041 -0.015 -0.035

---

Which of these has the lowest total energy? C42H37F6GeN3PReSb